# 1
Below is C58H83AsNO4Si2Ti as an isolated structure, with properties calculated with ωB97M-V/def2-TZVPD.

Output
⟨S²⟩ ... 0.75
Orbital gap (spin up / spin down) ... 6.83 / 6.89 eV
F_max ... 1.3 eV/A
Energy above the lowest of the compared OMol25 structures with the same formula, charge and spin ... 0.0 kcal per mole
Multiplicity ... 2
HOMO (spin up / spin down) ... -0.23642 / -0.24227 Ha

```
150
Properties=species:S:1:pos:R:3:forces:R:3
Ti -0.59353 -0.23367 -0.25323 0.4 0.2 -1.3
C 0.10034 1.14933 4.49748 0.0 0.0 0.0
O 0.20479 0.84397 3.11587 0.0 0.0 0.0
C 0.81515 1.85365 2.39498 0.0 0.0 0.2
C 2.14000 1.70725 2.01647 0.0 0.0 0.0
C 2.82234 0.35601 2.08891 0.1 0.0 0.1
C 3.41845 0.05197 0.73911 0.1 0.0 0.0
C 4.78760 0.17111 0.55147 0.0 0.0 0.0
C 5.39191 0.09640 -0.70066 0.0 0.0 0.0
C 4.55368 -0.08372 -1.79101 0.0 0.0 0.0
C 3.17575 -0.21395 -1.65175 0.0 0.0 0.1
C 2.29429 -0.30975 -2.87017 0.0 -0.1 0.0
C 1.61222 1.00968 -3.17164 0.0 0.0 0.0
C 2.33413 2.11587 -3.61458 0.0 0.0 0.0
C 1.71522 3.32000 -3.93003 -0.1 0.0 0.0
C 0.34569 3.43503 -3.67651 0.0 0.0 -0.1
C -0.41003 2.36646 -3.22188 0.0 -0.1 0.1
C -1.88966 2.50067 -2.92514 -0.1 0.0 0.0
C -2.12827 3.27657 -1.65357 0.0 0.0 0.0
C -2.49716 4.60968 -1.71143 0.0 0.0 0.0
C -2.63005 5.40091 -0.57262 0.0 0.0 0.0
C -2.35455 4.79382 0.64260 0.0 0.0 0.0
C -1.96486 3.45880 0.75130 -0.1 0.1 0.0
C -1.43755 2.96611 2.07540 0.0 0.0 0.1
C 0.07937 2.97512 2.02221 0.0 0.0 0.0
C 0.75761 4.03527 1.44418 0.0 0.0 0.0
C 2.11915 3.97863 1.15725 0.0 -0.1 0.0
C 2.78106 2.78534 1.41259 -0.1 0.1 -0.1
C 2.78821 5.17468 0.48799 0.0 0.0 0.0
C 2.87619 6.33019 1.49223 0.0 0.0 0.0
C 4.19514 4.84241 -0.01079 0.0 0.0 0.0
C 1.94447 5.60663 -0.71933 0.0 0.0 0.2
C -1.88697 2.67851 -0.40586 0.0 0.0 -0.1
O -1.54488 1.37841 -0.36509 0.0 -0.3 0.4
C -3.02090 6.87183 -0.70700 0.0 0.0 0.0
C -3.04470 7.58773 0.64381 0.0 0.0 0.0
C -4.41712 6.97507 -1.33444 0.0 0.0 0.0
C -2.00637 7.59092 -1.60814 0.0 0.0 0.0
C 0.24249 1.15204 -3.02698 -0.1 0.0 0.0
O -0.51476 0.03638 -2.68823 0.2 0.2 0.5
C -0.95948 -0.67164 -3.84239 -0.1 0.0 -0.1
C 2.45216 4.45061 -4.65357 0.0 0.0 0.0
C 1.92987 4.49333 -6.09818 0.0 0.0 0.0
C 3.96380 4.22232 -4.69355 0.0 0.0 0.0
C 2.19827 5.81050 -3.99353 0.1 0.0 0.0
C 2.60336 -0.18056 -0.37641 0.0 0.0 -0.2
O 1.27392 -0.34467 -0.24732 -0.5 -0.1 0.4
C 6.90667 0.25275 -0.82521 0.0 0.0 0.0
C 7.60449 -0.84359 -0.00922 0.0 0.0 0.0
C 7.37891 0.14338 -2.27518 0.0 0.0 0.0
C 7.32265 1.62979 -0.28975 0.0 0.0 0.0
H -0.48078 2.06231 4.65703 0.0 0.0 0.0
H -0.40740 0.30879 4.96880 0.0 0.0 0.0
H 1.09052 1.27774 4.94458 0.0 0.0 0.0
H 2.09866 -0.39681 2.39880 0.0 0.0 0.0
H 3.62741 0.36283 2.82810 0.0 0.0 0.0
H 5.40062 0.35287 1.42853 0.0 0.0 0.0
H 4.96271 -0.12823 -2.79279 0.0 0.0 0.0
H 1.54047 -1.08373 -2.72256 0.0 0.0 0.0
H 2.90577 -0.60270 -3.72687 0.0 0.0 0.0
H 3.40213 1.99966 -3.74690 0.0 0.0 0.0
H -0.16135 4.37428 -3.87008 0.0 0.0 0.0
H -2.33406 1.50975 -2.84087 0.0 0.0 0.0
H -2.37778 3.02083 -3.75187 0.0 0.0 0.0
H -2.67959 5.04142 -2.69038 0.0 0.0 0.0
H -2.40205 5.36913 1.55932 0.0 0.0 0.0
H -1.77202 1.95517 2.30207 0.0 0.0 0.0
H -1.81064 3.61935 2.86892 0.0 0.0 0.0
H 0.18330 4.90437 1.14894 0.0 0.0 0.0
H 3.80528 2.64957 1.09238 0.0 0.0 0.0
H 3.46764 6.04573 2.36485 0.0 0.0 0.0
H 1.88348 6.62320 1.83944 0.0 0.0 0.0
H 3.34543 7.20171 1.02874 0.0 0.0 0.0
H 4.86294 4.56763 0.80837 0.0 0.0 0.0
H 4.62306 5.71612 -0.50647 0.0 0.0 0.0
H 4.17994 4.01867 -0.72927 0.0 0.0 0.0
H 0.96029 5.97569 -0.42467 0.0 0.0 0.0
H 1.78708 4.75773 -1.38983 0.0 0.1 0.0
H 2.44678 6.40564 -1.27052 0.0 0.0 0.2
H -3.77594 7.14294 1.32194 0.0 0.0 0.0
H -3.31934 8.63396 0.49789 0.0 0.0 0.0
H -2.06716 7.56513 1.13039 0.0 0.0 0.0
H -5.16035 6.48102 -0.70583 0.0 0.0 0.0
H -4.44678 6.50749 -2.31957 0.0 0.0 0.0
H -4.70595 8.02280 -1.44899 0.0 0.0 0.0
H -0.99676 7.50733 -1.20021 0.0 0.0 0.0
H -2.25672 8.65134 -1.69013 0.0 0.0 0.0
H -1.99549 7.17275 -2.61596 0.0 0.0 0.0
H -0.10874 -0.93085 -4.47485 0.0 0.0 0.0
H -1.65328 -0.05066 -4.41651 0.0 0.0 0.0
H -1.45205 -1.56854 -3.48486 0.0 -0.1 0.0
H 2.10545 3.54165 -6.60369 0.0 0.0 0.0
H 2.43557 5.28182 -6.66096 0.0 0.0 0.0
H 0.85729 4.69296 -6.12200 0.0 0.0 0.0
H 4.22531 3.31833 -5.24596 0.0 0.0 0.0
H 4.38396 4.14451 -3.68777 0.0 0.0 0.0
H 4.44492 5.06445 -5.19439 0.0 0.0 0.0
H 1.13746 6.06079 -3.95406 0.0 0.0 0.0
H 2.70279 6.59631 -4.56035 0.0 0.0 -0.1
H 2.58788 5.82692 -2.97577 0.0 0.0 -0.4
H 7.30734 -1.83334 -0.36069 0.0 0.0 0.0
H 7.35581 -0.77498 1.05076 0.0 0.0 0.0
H 8.68931 -0.75564 -0.10622 0.0 0.0 0.0
H 7.13196 -0.82936 -2.70522 0.0 0.0 0.0
H 8.46334 0.26056 -2.31581 0.0 0.0 0.0
H 6.93700 0.91989 -2.90303 0.0 0.0 0.0
H 7.03667 1.75856 0.75535 0.0 0.0 0.0
H 6.85013 2.42734 -0.86747 0.0 0.0 0.0
H 8.40641 1.75276 -0.35819 0.0 0.0 0.0
C -3.01700 -2.56659 5.20611 0.0 0.0 0.0
C -2.42829 -1.96874 3.96198 0.0 0.0 0.1
C -1.18030 -2.35048 3.48827 0.0 0.0 -0.1
C -0.68266 -1.77299 2.33658 0.1 -0.2 0.2
N -1.34075 -0.83595 1.66379 -0.2 0.2 0.0
C -2.54366 -0.46102 2.10504 0.0 0.0 0.0
C -3.11645 -1.00084 3.23812 0.0 0.0 0.0
H -2.44292 -3.42719 5.54443 0.0 0.0 0.0
H -4.04588 -2.88244 5.03250 0.0 0.0 0.0
H -3.03277 -1.83015 6.01192 0.0 0.0 0.0
H -0.60048 -3.11012 3.99532 0.0 0.0 0.0
H 0.27501 -2.07633 1.93094 0.0 0.0 0.0
H -3.05884 0.28687 1.51436 0.0 0.0 0.0
H -4.09975 -0.66859 3.54534 0.0 0.0 0.0
C -4.71117 -1.34330 -0.81080 -0.1 0.0 0.0
Si -3.78135 -2.79073 -1.57930 0.1 0.0 -0.1
C -4.56160 -4.39172 -0.97819 0.0 0.0 0.0
C -4.05084 -2.71708 -3.44484 -0.1 0.0 0.0
As -1.60004 -2.65559 -0.83923 0.1 0.0 0.2
Si -0.27595 -4.19551 -1.94612 0.0 0.1 -0.1
C -0.09176 -4.05302 -3.81987 0.0 -0.1 0.0
C 1.44195 -4.02406 -1.19474 0.0 -0.1 0.0
C -0.93140 -5.92934 -1.62600 0.0 0.0 0.0
H -5.66535 -1.18989 -1.32312 0.0 0.0 0.0
H -4.14368 -0.41126 -0.87901 0.0 0.0 0.0
H -4.92561 -1.53557 0.24352 0.0 0.0 0.0
H -5.63426 -4.41153 -1.19270 0.0 0.0 0.0
H -4.41978 -4.50263 0.09814 0.0 0.0 0.0
H -4.10715 -5.25842 -1.46316 0.0 0.0 0.0
H -5.09566 -2.96989 -3.65403 0.0 0.0 0.0
H -3.42619 -3.43037 -3.98615 0.0 0.0 0.0
H -3.86804 -1.72083 -3.85104 0.1 0.0 0.0
H 0.53478 -3.20938 -4.11071 0.0 0.1 0.0
H -1.05119 -3.95921 -4.33206 0.0 0.0 0.0
H 0.39306 -4.96248 -4.19029 0.0 0.0 0.0
H 1.70729 -2.97987 -1.01130 0.0 0.0 0.0
H 2.19850 -4.45352 -1.85776 0.0 0.0 0.0
H 1.49583 -4.55520 -0.24125 0.0 0.0 0.0
H -1.79602 -6.14602 -2.25826 0.0 0.0 0.0
H -1.23390 -6.05538 -0.58569 0.0 0.0 0.0
H -0.16169 -6.67251 -1.85510 0.0 0.0 0.0
```
Forces are in eV/Å.



# 2
Below is an isolated ion of composition C6H8N and charge +1, with properties calculated with ωB97M-V/def2-TZVPD.

Output
Orbital gap (spin up / spin down) ... 6.49 / 6.49 eV
F_max ... 5.7 eV/A
Energy above the lowest of the compared OMol25 structures with the same formula, charge and spin ... 241.1 kcal per mole
Total charge ... +1
HOMO (spin up / spin down) ... -0.49517 / -0.49516 Ha

```
15
Properties=species:S:1:pos:R:3:forces:R:3
C -2.06046 -0.39500 -0.01876 -1.0 4.0 0.1
C -2.26729 -1.63002 0.00744 -0.3 -2.2 -0.4
C -2.32163 1.18374 -0.24506 -1.8 -0.2 -1.2
C 0.14686 0.51586 0.41207 2.1 1.3 -2.5
C 0.96426 -0.74482 -0.12297 -5.1 2.3 -0.7
C 2.33952 -0.80182 0.03711 2.4 -1.3 -0.9
N -1.33122 0.68229 0.53747 4.2 -2.6 2.3
H -2.14025 1.53902 -1.25855 0.0 -0.1 0.0
H -3.18013 1.64562 0.32170 0.9 -0.7 -0.7
H 0.67111 1.02254 1.25692 -0.4 -0.6 -0.3
H 0.60181 1.23659 -0.50048 -1.0 -1.6 1.5
H 0.33233 -1.43516 -0.77779 1.0 0.5 1.0
H 2.54063 -1.70963 0.63902 -0.2 -0.2 0.3
H 2.70671 0.03615 0.58369 0.7 0.6 0.2
H 2.99776 -1.14536 -0.87179 -1.5 0.9 1.2
```
Forces are in eV/Å.



# 3
Below is C9H15AlI2O2 as an isolated structure, with properties calculated with ωB97M-V/def2-TZVPD.

Output
Orbital gap ... 5.51 eV
F_max ... 4.7 eV/A
Total charge ... +2
HOMO ... -0.53358 Ha

```
29
Properties=species:S:1:pos:R:3:forces:R:3
C 4.04233 -1.11619 0.55041 0.4 0.7 0.1
C 3.77499 0.39965 0.60946 -0.4 -0.1 0.1
C 2.97168 0.87071 -0.57687 0.9 1.2 -1.9
O 3.49711 1.21388 -1.62215 -1.1 -0.8 2.0
O 1.60010 0.93195 -0.39400 0.4 -0.5 0.4
C 0.90562 -0.16676 -0.99271 0.5 0.3 -0.8
C -0.50442 0.22352 -1.34569 0.0 1.5 0.8
C -1.47843 0.54755 -0.24375 0.7 -4.5 1.2
I -0.86626 0.19814 1.68267 0.0 1.1 -0.3
C -2.85139 0.00448 -0.41746 -0.4 3.1 -1.0
C -3.94964 0.53662 0.49309 -0.2 -0.9 0.6
C -4.99018 -0.55952 0.67145 0.1 0.4 -0.3
I -4.18116 -2.15066 1.83889 -0.1 0.0 -0.1
H 3.23368 -1.62796 0.05811 -0.3 -0.3 -0.1
H 4.95733 -1.30846 0.01636 0.2 -0.2 -0.3
H 4.14869 -1.48959 1.55446 0.0 -0.3 0.3
H 4.70982 0.98811 0.58727 -0.1 -0.5 -0.3
H 3.27123 0.61262 1.54478 -0.3 0.3 0.1
H 0.97588 -1.07656 -0.41073 -0.2 -0.1 0.5
H 1.39527 -0.37254 -1.93912 0.0 -0.1 -0.3
H -0.95502 -0.57156 -1.92217 -0.3 -0.1 -0.4
H -0.41868 1.11834 -1.96201 -0.2 0.2 -0.5
H -2.78205 -1.08439 -0.39916 0.4 -0.4 0.4
H -3.13468 0.26418 -1.43725 -0.1 -0.3 -0.4
H -4.41324 1.41545 0.07349 -0.1 0.3 -0.3
H -3.58775 0.80629 1.47623 0.2 0.2 0.2
H -5.89528 -0.18039 1.11229 -0.2 0.0 0.5
H -5.25358 -0.93883 -0.30287 -0.2 -0.5 -0.2
Al 5.77802 2.51191 1.69694 0.4 0.4 0.2
```
Forces are in eV/Å.



# 4
Below is one molecule with the formula BrFIN, with properties calculated with ωB97M-V/def2-TZVPD.

Output
Orbital gap (spin up / spin down) ... 7.93 / 7.47 eV
F_max ... 1.7 eV/A
Energy above the lowest of the compared OMol25 structures with the same formula, charge and spin ... 23.5 kcal per mole
HOMO (spin up / spin down) ... -0.37548 / -0.34778 Ha

```
4
Properties=species:S:1:pos:R:3:forces:R:3
N -0.09539 0.19274 -0.44226 -0.9 -0.1 -1.4
F -0.89958 -0.22536 0.58144 0.4 0.0 0.8
Br 3.55443 -0.68026 0.01034 0.0 0.0 0.1
I 1.53914 1.03843 0.04407 0.5 0.1 0.5
```
Forces are in eV/Å.



# 5
Below is a 2-piece molecular cluster, C3H7NO3 overall, with properties calculated with ωB97M-V/def2-TZVPD.

Output
Orbital gap ... 11.16 eV
F_max ... 0.7 eV/A
Energy above the lowest of the compared OMol25 structures with the same formula, charge and spin ... 13.7 kcal per mole
HOMO ... -0.38389 Ha
SMILES ... CC(=O)NC=O.O

```
14
Properties=species:S:1:pos:R:3:forces:R:3
C 0.67298 0.48134 1.84816 0.3 0.5 -0.2
C 0.30087 0.52451 0.39294 -0.2 -0.1 -0.4
O 0.48852 1.50910 -0.29146 0.2 0.1 0.1
N -0.23051 -0.60269 -0.22267 0.5 0.5 0.2
C -0.64610 -1.74616 0.40994 0.1 -0.3 -0.1
O -1.14936 -2.68030 -0.15283 0.0 -0.1 -0.1
H -0.13659 0.20307 2.50376 -0.3 -0.2 0.1
H 1.51557 -0.18604 1.98745 0.0 -0.3 0.1
H 1.01930 1.47603 2.10835 -0.1 0.1 0.0
H -0.22841 -0.52399 -1.23846 -0.6 -0.3 0.0
H -0.45129 -1.74595 1.48833 -0.1 0.1 0.1
O -0.37391 0.69492 -2.96361 0.2 0.5 0.2
H -0.86576 1.30362 -3.52637 -0.1 -0.2 0.0
H 0.08469 1.29253 -2.34353 -0.1 -0.3 0.0
```
Forces are in eV/Å.



# 6
Below is one molecule with the formula C4H10OS, with properties calculated with ωB97M-V/def2-TZVPD.

Output
Orbital gap ... 9.81 eV
F_max ... 4.2 eV/A
Energy above the lowest of the compared OMol25 structures with the same formula, charge and spin ... 25.2 kcal per mole
HOMO ... -0.33122 Ha
SMILES ... C[C@H](CO)CS

```
16
Properties=species:S:1:pos:R:3:forces:R:3
C 0.09890 -1.53478 0.65705 -0.3 -0.2 2.3
C -0.11137 -0.04209 0.53136 1.4 1.9 -0.2
C -1.19421 0.21483 -0.46242 -1.5 0.3 3.1
O -1.19909 -0.74159 -1.42138 1.9 -2.1 0.0
C 1.20089 0.59146 0.00987 1.6 -0.3 1.9
S 1.30322 2.16774 -0.79687 -0.5 1.1 0.6
H 0.31180 -1.93490 -0.32551 -0.4 -0.4 0.1
H 0.91569 -1.84819 1.34864 -0.3 0.6 -0.5
H -0.82631 -1.89904 1.16212 0.5 -0.4 -0.9
H -0.40162 0.55739 1.43694 0.3 -1.0 -0.4
H -2.16446 0.18875 0.07925 0.1 -0.1 0.0
H -1.13904 1.20384 -0.83550 0.3 1.1 -0.6
H -1.77135 -0.35475 -2.00058 -2.4 0.7 -3.3
H 1.76263 -0.04454 -0.61643 0.1 -1.2 -1.2
H 1.97067 0.68648 0.82200 -1.0 -0.2 -0.2
H 1.24364 2.78936 0.41148 0.0 0.3 -0.7
```
Forces are in eV/Å.



# 7
Below is a 2-piece molecular cluster, C5H10O overall, with properties calculated with ωB97M-V/def2-TZVPD.

Output
Orbital gap ... 10.34 eV
F_max ... 1.1 eV/A
Energy above the lowest of the compared OMol25 structures with the same formula, charge and spin ... 26.6 kcal per mole
HOMO ... -0.34527 Ha
SMILES ... C=C=O.CCC

```
16
Properties=species:S:1:pos:R:3:forces:R:3
C 2.44156 0.09983 -1.28374 0.0 0.1 0.1
C 1.98949 0.98906 -0.42988 -0.2 0.5 0.5
O 1.58996 1.78104 0.32982 0.4 -0.7 -0.7
H 1.76644 -0.64985 -1.67548 0.1 0.1 0.1
H 3.47854 0.13120 -1.58904 -0.1 0.0 0.1
C -1.31873 0.11925 -0.77931 0.0 0.0 0.0
C -0.75457 -0.75885 0.33744 0.0 0.0 0.0
C -0.99238 -0.16077 1.72206 0.0 0.0 0.1
H -1.07658 -0.27289 -1.77417 -0.1 0.0 0.2
H -0.92328 1.14060 -0.71516 -0.1 -0.2 0.0
H -2.41054 0.18611 -0.70546 0.2 0.0 0.0
H -1.20506 -1.75802 0.28115 0.1 0.1 0.0
H 0.32288 -0.90889 0.19074 -0.2 0.0 0.0
H -0.56172 0.84551 1.78721 -0.1 -0.2 0.0
H -0.53575 -0.77217 2.50774 -0.1 0.1 -0.1
H -2.06458 -0.08291 1.93800 0.1 0.0 0.0
```
Forces are in eV/Å.



Please write out number 4 again, unchanged.
Below is one molecule with the formula BrFIN, with properties calculated with ωB97M-V/def2-TZVPD.

Output
Orbital gap (spin up / spin down) ... 7.93 / 7.47 eV
F_max ... 1.7 eV/A
Energy above the lowest of the compared OMol25 structures with the same formula, charge and spin ... 23.5 kcal per mole
HOMO (spin up / spin down) ... -0.37548 / -0.34778 Ha

```
4
Properties=species:S:1:pos:R:3:forces:R:3
N -0.09539 0.19274 -0.44226 -0.9 -0.1 -1.4
F -0.89958 -0.22536 0.58144 0.4 0.0 0.8
Br 3.55443 -0.68026 0.01034 0.0 0.0 0.1
I 1.53914 1.03843 0.04407 0.5 0.1 0.5
```
Forces are in eV/Å.